[1]
Density functional theory data (ωB97M-V/def2-TZVPD) for a 2-piece molecular cluster, C4H6O overall in a non-equilibrium geometry.

XYZ file:
```
11
Properties=species:S:1:pos:R:3:forces:R:3
C 0.675 -0.470 -0.830 -2.6 3.9 -1.0
C 0.540 -1.738 -0.675 0.7 -1.4 -0.6
C -0.905 0.971 -0.316 -4.9 -0.1 -0.5
C -0.296 1.000 1.065 -2.9 0.4 -0.2
O -2.080 1.454 -0.622 7.5 -3.0 0.9
H 1.437 -2.299 -0.925 0.0 -0.4 0.4
H -0.349 -2.296 -0.453 -0.3 0.1 0.1
H 1.505 0.173 -1.084 0.1 -0.4 0.0
H 0.360 1.813 0.961 1.6 1.0 0.3
H 0.233 0.025 1.098 -0.6 1.0 1.2
H -1.120 1.367 1.781 1.4 -1.1 -0.5
```
Forces are in eV/Å.

Energy above the lowest of the compared OMol25 structures with the same formula, charge and spin = 404.4 kJ/mol
Total charge = 0
Lowest unoccupied orbital energy = 0.38 eV
HOMO = -8.65 eV
2S+1 = 1
Orbital gap = 9.0 eV

These are the Mulliken partial charges, in e, on atoms 1 to 6: number 1, C, carries -0.4429; number 2, C, carries -0.4469; number 3, C, carries 0.3546; number 4, C, carries -0.7242; number 5, O, carries -0.4885; number 6, H, carries 0.2412

[2]
Density functional theory data (ωB97M-V/def2-TZVPD) for one molecule with the formula C4H6O.

XYZ file:
```
11
Properties=species:S:1:pos:R:3:forces:R:3
O 2.640 0.143 0.234 -0.3 -0.2 0.0
C 1.489 -0.090 -0.098 0.1 -0.1 -0.3
C 0.381 -0.437 0.733 0.1 0.2 -0.2
C -0.735 0.741 -0.531 -0.2 0.1 0.3
C -0.996 -0.513 0.158 -0.3 -0.1 -0.1
H 1.141 0.040 -1.148 0.6 -0.4 -0.3
H 0.531 -0.618 1.807 -0.1 0.8 -0.3
H -0.782 1.709 -0.059 -0.3 -0.1 0.3
H -0.706 0.759 -1.627 0.6 0.0 0.5
H -1.701 -0.354 0.974 0.0 -0.3 0.1
H -1.261 -1.381 -0.442 -0.1 0.1 0.0
```
Forces are in eV/Å.

Energy above the lowest of the compared OMol25 structures with the same formula, charge and spin = 278.4 kJ/mol
Total charge = 0
Lowest unoccupied orbital energy (spin up / spin down) = -0.46 / -0.46 eV
HOMO (spin up / spin down) = -8.62 / -8.62 eV
2S+1 = 1
Orbital gap (spin up / spin down) = 8.2 / 8.2 eV

These are the Mulliken partial charges, in e, on atoms 1 to 6: number 1, O, carries -0.5694; number 2, C, carries -0.0224; number 3, C, carries -0.1929; number 4, C, carries -0.7436; number 5, C, carries -0.2040; number 6, H, carries 0.2476

[3]
Density functional theory data (ωB97M-V/def2-TZVPD) for one molecule with the formula C4H6O.

XYZ file:
```
11
Properties=species:S:1:pos:R:3:forces:R:3
O -0.855 2.382 0.734 -0.3 -0.1 -0.5
C -0.780 1.424 -0.001 0.0 0.1 0.2
C 0.245 0.390 0.285 0.0 0.1 0.0
C -0.075 -1.078 0.463 -0.2 -0.1 0.1
C 0.703 -0.649 -0.731 -0.1 0.0 -0.1
H -1.436 1.339 -0.896 0.1 -0.1 0.2
H 0.853 0.868 1.045 0.7 -0.5 -0.2
H 0.474 -1.581 1.254 -0.2 0.1 -0.1
H -1.102 -1.403 0.342 0.1 0.0 -0.1
H 1.745 -0.949 -0.834 -0.2 0.3 0.3
H 0.166 -0.684 -1.678 0.1 0.2 0.2
```
Forces are in eV/Å.

Energy above the lowest of the compared OMol25 structures with the same formula, charge and spin = 54.1 kJ/mol
Total charge = 0
Lowest unoccupied orbital energy = 1.07 eV
HOMO = -9.85 eV
2S+1 = 1
Orbital gap = 10.9 eV
SMILES string = O=CC1CC1

These are the Mulliken partial charges, in e, on atoms 1 to 6: number 1, O, carries -0.4837; number 2, C, carries -0.1254; number 3, C, carries 0.0037; number 4, C, carries -0.4308; number 5, C, carries -0.5851; number 6, H, carries 0.3253

[4]
Density functional theory data (ωB97M-V/def2-TZVPD) for one molecule with the formula C4H6O in a non-equilibrium geometry.

XYZ file:
```
11
Properties=species:S:1:pos:R:3:forces:R:3
C -1.361 0.274 -1.304 3.1 0.0 -0.5
C -0.110 0.351 -0.714 -1.7 0.6 -5.1
C 0.100 0.082 0.680 -1.3 -2.6 2.0
C 1.488 -0.421 1.158 -0.3 -0.6 -1.1
H -1.530 0.223 -2.406 0.4 0.6 1.1
H -2.231 0.155 -0.720 -0.9 -0.4 0.7
H 0.738 0.581 -1.451 -1.0 -0.5 1.4
H -0.322 0.809 1.349 0.5 0.9 0.4
H -0.732 -0.749 0.851 2.1 0.9 0.2
H 2.144 -0.995 0.244 -1.3 1.4 2.4
O 1.815 -0.310 2.314 0.3 -0.4 -1.4
```
Forces are in eV/Å.

Energy above the lowest of the compared OMol25 structures with the same formula, charge and spin = 138.3 kJ/mol
Total charge = 0
Lowest unoccupied orbital energy = 0.83 eV
HOMO = -9.58 eV
2S+1 = 1
Orbital gap = 10.4 eV
SMILES string = C=CCC=O

These are the Mulliken partial charges, in e, on atoms 1 to 6: number 1, C, carries -0.8729; number 2, C, carries -0.0159; number 3, C, carries -0.2577; number 4, C, carries 0.0157; number 5, H, carries 0.2356; number 6, H, carries 0.2883

[5]
Density functional theory data (ωB97M-V/def2-TZVPD) for one molecule with the formula C4H6O in a non-equilibrium geometry.

XYZ file:
```
11
Properties=species:S:1:pos:R:3:forces:R:3
C 0.129 -1.526 -0.730 1.9 0.5 3.3
C -0.471 -2.228 -1.627 -0.8 -0.6 -1.6
C -0.019 0.384 1.014 1.5 3.5 2.0
C 0.499 1.889 0.927 1.4 -2.4 0.8
O 0.082 -0.367 -0.052 -0.3 -1.2 -4.6
H -0.044 -3.200 -2.044 -0.7 1.6 0.8
H -1.374 -1.769 -2.057 0.0 -0.6 -0.1
H -0.753 0.252 1.744 -1.3 -1.0 0.8
H 0.883 1.967 -0.130 -0.3 0.6 1.2
H 1.391 2.027 1.742 -2.0 -0.2 -2.1
H -0.323 2.571 1.214 0.5 -0.2 -0.5
```
Forces are in eV/Å.

Energy above the lowest of the compared OMol25 structures with the same formula, charge and spin = 203.7 kJ/mol
Total charge = 0
Lowest unoccupied orbital energy (spin up / spin down) = 1.13 / -0.31 eV
HOMO (spin up / spin down) = -6.63 / -9.55 eV
2S+1 = 3
Orbital gap (spin up / spin down) = 7.8 / 9.2 eV

These are the Mulliken partial charges, in e, on atoms 1 to 6: number 1, C, carries 0.0849; number 2, C, carries -0.4583; number 3, C, carries -0.2076; number 4, C, carries -0.7079; number 5, O, carries -0.2984; number 6, H, carries 0.2304

[6]
Density functional theory data (ωB97M-V/def2-TZVPD) for one molecule with the formula C4H6O2 in a non-equilibrium geometry.

XYZ file:
```
12
Properties=species:S:1:pos:R:3:forces:R:3
C -1.909 -0.670 0.033 1.5 3.2 -4.5
C -1.228 0.415 0.415 0.2 -1.0 3.0
C -0.216 1.065 -0.539 0.3 -4.4 1.2
C 1.420 -0.392 0.295 -1.2 0.1 -2.2
H -2.431 -1.112 0.816 -1.3 -1.7 0.3
H -1.848 -0.716 -1.261 -0.9 -1.0 4.2
H -1.073 0.442 1.717 -0.3 0.7 -4.1
H 0.001 0.255 -1.292 -1.2 1.3 -0.2
H -0.419 2.003 -0.947 0.2 1.7 -0.1
H 2.340 -0.403 0.911 -0.5 -0.4 -0.1
O 1.004 0.915 0.203 1.3 0.1 0.7
O 0.875 -1.287 -0.348 2.0 1.3 1.9
```
Forces are in eV/Å.

Energy above the lowest of the compared OMol25 structures with the same formula, charge and spin = 347.1 kJ/mol
Total charge = 0
Lowest unoccupied orbital energy = 1.08 eV
HOMO = -9.85 eV
2S+1 = 1
Orbital gap = 10.9 eV
SMILES string = C=CCOC=O

These are the Mulliken partial charges, in e, on atoms 1 to 6: number 1, C, carries -0.4815; number 2, C, carries -0.1733; number 3, C, carries -0.4731; number 4, C, carries 0.2488; number 5, H, carries 0.3393; number 6, H, carries 0.1628

[7]
Density functional theory data (ωB97M-V/def2-TZVPD) for one molecule with the formula C4H6O2 in a non-equilibrium geometry.

XYZ file:
```
12
Properties=species:S:1:pos:R:3:forces:R:3
C -0.415 1.190 -0.063 0.7 -0.4 1.1
C -0.541 0.164 1.087 0.2 0.0 -0.5
C 0.875 -1.176 -0.151 1.1 -0.5 1.4
C 0.416 -0.623 -1.248 -0.2 0.0 -1.2
H 0.531 1.743 0.127 -0.6 0.0 -0.4
H -1.277 1.837 -0.159 0.0 0.3 0.3
H -0.646 0.610 2.082 0.1 0.0 -0.3
H -1.403 -0.465 0.844 -0.1 -0.1 0.3
H 1.545 -2.046 -0.128 -0.4 0.5 -0.2
H 0.650 -1.060 -2.217 -0.3 0.3 0.2
O 0.639 -0.667 1.108 -0.8 0.3 -0.1
O -0.375 0.493 -1.283 0.3 -0.2 -0.6
```
Forces are in eV/Å.

Energy above the lowest of the compared OMol25 structures with the same formula, charge and spin = 168.8 kJ/mol
Total charge = 0
Lowest unoccupied orbital energy = 1.02 eV
HOMO = -8.45 eV
2S+1 = 1
Orbital gap = 9.5 eV
SMILES string = C1=COCCO1

These are the Mulliken partial charges, in e, on atoms 1 to 6: number 1, C, carries -0.3476; number 2, C, carries -0.4295; number 3, C, carries -0.1631; number 4, C, carries -0.1653; number 5, H, carries 0.2560; number 6, H, carries 0.3282

[8]
Density functional theory data (ωB97M-V/def2-TZVPD) for one molecule with the formula C4H6O2 in a non-equilibrium geometry.

XYZ file:
```
12
Properties=species:S:1:pos:R:3:forces:R:3
C -0.530 1.030 0.802 -0.3 -0.3 0.3
C 0.763 0.611 0.255 0.4 0.2 0.0
O 1.069 -0.742 0.460 0.2 -0.2 -0.2
C 0.244 -1.549 -0.367 -0.1 0.2 0.0
O -0.538 -0.695 -1.182 -0.1 0.3 0.1
C -0.285 0.624 -0.788 -0.7 -0.6 2.0
H -0.678 2.106 0.976 -0.1 -0.6 -0.4
H -1.146 0.372 1.393 0.3 -0.2 0.3
H 1.637 1.243 0.257 0.2 0.0 0.1
H 0.883 -2.179 -0.994 -0.1 0.0 0.0
H -0.432 -2.157 0.244 0.2 0.0 0.1
H -0.997 1.359 -1.012 0.1 1.0 -2.2
```
Forces are in eV/Å.

Energy above the lowest of the compared OMol25 structures with the same formula, charge and spin = 336.6 kJ/mol
Total charge = 0
Lowest unoccupied orbital energy = 1.06 eV
HOMO = -8.56 eV
2S+1 = 1
Orbital gap = 9.6 eV
SMILES string = C1O[C@H]2C[C@H]2O1

These are the Mulliken partial charges, in e, on atoms 1 to 6: number 1, C, carries -0.8470; number 2, C, carries 0.1475; number 3, O, carries -0.3854; number 4, C, carries -0.1696; number 5, O, carries -0.3723; number 6, C, carries -0.2148

[9]
Density functional theory data (ωB97M-V/def2-TZVPD) for one molecule with the formula C4H6O2.

XYZ file:
```
12
Properties=species:S:1:pos:R:3:forces:R:3
C 1.362 0.271 -0.782 0.1 0.1 0.0
C 0.472 0.773 0.331 0.1 0.2 0.0
O 0.533 1.909 0.741 0.0 -0.4 -0.1
C -0.558 -0.192 0.931 0.0 0.1 0.1
C -1.550 -0.688 -0.104 0.1 -0.1 -0.4
O -1.234 -1.072 -1.205 -0.2 0.1 0.5
H 0.768 0.146 -1.693 0.1 0.0 0.2
H 1.789 -0.712 -0.557 -0.1 0.1 0.0
H 2.155 1.001 -0.956 -0.1 -0.1 0.0
H -0.042 -1.071 1.344 0.0 0.1 -0.1
H -1.079 0.309 1.752 0.1 0.0 -0.2
H -2.616 -0.674 0.198 0.1 0.0 0.0
```
Forces are in eV/Å.

Energy above the lowest of the compared OMol25 structures with the same formula, charge and spin = 77.2 kJ/mol
Total charge = 0
Lowest unoccupied orbital energy = 0.64 eV
HOMO = -9.89 eV
2S+1 = 1
Orbital gap = 10.5 eV
SMILES string = CC(=O)CC=O

These are the Mulliken partial charges, in e, on atoms 1 to 6: number 1, C, carries -1.0101; number 2, C, carries 0.6804; number 3, O, carries -0.5433; number 4, C, carries -0.5301; number 5, C, carries 0.0276; number 6, O, carries -0.4692

[10]
Density functional theory data (ωB97M-V/def2-TZVPD) for one molecule with the formula C4H6O2.

XYZ file:
```
12
Properties=species:S:1:pos:R:3:forces:R:3
O 0.108 -0.798 -1.371 0.5 0.1 0.2
C -0.715 -0.416 -0.294 -0.2 0.6 0.3
C -0.363 -0.783 1.096 -0.1 -0.2 0.3
C -0.188 0.649 0.686 -0.4 0.2 0.3
C 0.988 0.265 -1.404 0.8 -0.2 -0.5
O 2.121 0.190 -1.033 -0.4 0.0 -0.7
H -1.774 -0.354 -0.550 0.3 0.1 0.0
H 0.568 -1.335 1.194 -0.2 0.1 0.1
H -1.153 -1.023 1.789 -0.1 -0.3 0.0
H -0.919 1.417 0.888 -0.2 -0.1 0.5
H 0.835 1.017 0.787 -0.4 -0.2 -0.6
H 0.493 1.171 -1.788 0.3 -0.1 0.0
```
Forces are in eV/Å.

Energy above the lowest of the compared OMol25 structures with the same formula, charge and spin = 218.4 kJ/mol
Total charge = 0
Lowest unoccupied orbital energy = 1.06 eV
HOMO = -10.51 eV
2S+1 = 1
Orbital gap = 11.6 eV
SMILES string = O=COC1CC1

These are the Mulliken partial charges, in e, on atoms 1 to 6: number 1, O, carries -0.3603; number 2, C, carries -0.0495; number 3, C, carries -0.5384; number 4, C, carries -0.6375; number 5, C, carries 0.2007; number 6, O, carries -0.4707

[11]
Density functional theory data (ωB97M-V/def2-TZVPD) for one molecule with the formula C4H6O2 in a non-equilibrium geometry.

XYZ file:
```
12
Properties=species:S:1:pos:R:3:forces:R:3
O -1.304 0.936 1.602 -0.1 -0.1 -0.6
C -1.645 0.603 0.493 0.5 0.0 0.2
C -0.712 0.135 -0.630 0.5 0.0 -0.1
C 0.825 0.230 -0.442 -1.3 -0.3 0.3
C 1.452 -0.658 0.537 0.0 0.0 0.3
O 1.595 -0.890 -0.853 0.2 -0.3 -0.4
H -2.734 0.585 0.225 0.4 0.0 0.0
H -1.053 0.617 -1.556 0.1 -0.1 0.1
H -0.927 -0.936 -0.753 -0.1 0.1 -0.1
H 1.349 1.125 -0.731 -0.3 0.5 0.3
H 2.297 -0.296 1.124 0.0 -0.3 -0.4
H 0.858 -1.450 0.985 -0.1 0.4 0.3
```
Forces are in eV/Å.

Energy above the lowest of the compared OMol25 structures with the same formula, charge and spin = 207.1 kJ/mol
Total charge = 0
Lowest unoccupied orbital energy = 0.96 eV
HOMO = -10.05 eV
2S+1 = 1
Orbital gap = 11.0 eV
SMILES string = O=CC[C@H]1CO1

These are the Mulliken partial charges, in e, on atoms 1 to 6: number 1, O, carries -0.4621; number 2, C, carries 0.0401; number 3, C, carries -0.7713; number 4, C, carries 0.1482; number 5, C, carries -0.3942; number 6, O, carries -0.4352

[12]
Density functional theory data (ωB97M-V/def2-TZVPD) for C4H6O2 as an isolated structure in a non-equilibrium geometry.

XYZ file:
```
12
Properties=species:S:1:pos:R:3:forces:R:3
O -1.907 -0.062 -0.168 -0.2 0.2 0.1
C -0.543 -0.040 -0.003 0.1 0.0 0.2
C 0.357 0.990 -0.562 0.0 0.4 0.3
C 0.578 -0.509 -0.861 0.5 1.1 -0.1
O 1.255 -1.176 0.198 0.0 0.3 -0.3
C 0.216 -0.755 1.114 -0.2 0.0 0.3
H -2.242 0.790 0.139 -0.1 -0.1 -0.1
H -0.076 1.511 -1.423 0.4 -0.2 0.2
H 1.146 1.497 -0.021 -0.3 0.2 0.4
H 0.941 -0.459 -1.861 -0.3 -1.6 -0.8
H 0.637 -0.106 1.888 -0.2 -0.1 0.0
H -0.331 -1.590 1.558 0.2 0.0 -0.2
```
Forces are in eV/Å.

Energy above the lowest of the compared OMol25 structures with the same formula, charge and spin = 330.2 kJ/mol
Total charge = 0
Lowest unoccupied orbital energy = 0.80 eV
HOMO = -8.93 eV
2S+1 = 1
Orbital gap = 9.7 eV

These are the Mulliken partial charges, in e, on atoms 1 to 6: number 1, O, carries -0.5069; number 2, C, carries 0.4367; number 3, C, carries -0.7932; number 4, C, carries -0.1717; number 5, O, carries -0.3995; number 6, C, carries -0.4462